(a)
15
Properties=species:S:1:pos:R:3 method="wB97M-V/def2-TZVPD" smiles="CC(=O)CC(O)O" orbital_gap_ev=9.068
C 1.438 0.857 -1.187
C 0.484 -0.298 -1.316
O 0.530 -1.065 -2.236
C -0.976 -0.414 -0.259
C -0.266 -0.452 0.987
O 0.066 0.760 1.520
O -1.764 -1.046 1.695
H 2.457 0.479 -1.089
H 1.364 1.456 -2.096
H 1.181 1.562 -0.401
H -1.398 -1.355 -0.592
H -1.555 0.482 -0.457
H 0.412 -1.281 1.187
H 0.420 0.640 2.409
H -2.392 -0.325 1.836

***

(b)
15
Properties=species:S:1:pos:R:3 method="wB97M-V/def2-TZVPD" smiles="C[C@@H](O)[C@@H](O)C=O" orbital_gap_ev=10.930
C -0.607 0.565 -1.467
C -0.808 -0.436 -0.335
O -0.473 -1.704 -0.831
C 0.022 -0.129 0.973
O 0.743 -1.263 1.379
C 0.975 1.044 0.866
O 2.155 0.914 1.100
H -1.257 0.286 -2.301
H -0.852 1.592 -1.177
H 0.429 0.524 -1.823
H -1.869 -0.421 -0.042
H 0.013 -2.156 -0.123
H -0.692 0.143 1.766
H 1.678 -0.985 1.408
H 0.544 2.027 0.606

***

Computed energies relative to the best structure, in kcal/mol: (a) 44.0; (b) 0.0

***

(a)
15
Properties=species:S:1:pos:R:3 method="wB97M-V/def2-TZVPD" smiles="O=C(O)CCCO" orbital_gap_ev=11.049
O 0.675 -2.136 1.463
C 1.232 -1.367 0.730
O 2.567 -1.169 0.789
C 0.565 -0.643 -0.389
C -0.602 0.212 0.192
C -1.288 1.074 -0.853
O -1.419 2.448 -0.485
H 2.907 -1.831 1.408
H 1.084 0.018 -1.019
H 0.144 -1.357 -1.097
H -0.091 0.766 0.985
H -1.377 -0.374 0.684
H -2.304 0.724 -1.053
H -0.776 1.078 -1.812
H -1.316 2.556 0.459

***

(b)
15
Properties=species:S:1:pos:R:3 method="wB97M-V/def2-TZVPD" smiles="COC(=O)[C@@H](C)O" orbital_gap_ev=11.286
C 2.475 0.030 0.345
O 1.110 0.268 0.686
C 0.211 -0.527 0.104
O 0.473 -1.513 -0.548
C -1.200 0.002 0.281
C -1.533 0.864 -0.940
O -2.097 -1.069 0.429
H 2.759 -1.006 0.536
H 3.052 0.714 0.967
H 2.623 0.256 -0.714
H -1.239 0.604 1.193
H -0.828 1.695 -1.050
H -2.544 1.267 -0.837
H -1.492 0.249 -1.846
H -1.780 -1.769 -0.163

***

(c)
15
Properties=species:S:1:pos:R:3 method="wB97M-V/def2-TZVPD" smiles="C[C@@H](O)[C@@H](O)C=O" orbital_gap_ev=11.129
C -1.276 -0.960 -0.875
C -0.033 -0.090 -0.857
O -0.423 1.256 -1.045
C 0.787 -0.179 0.432
O 1.976 0.542 0.232
C 0.042 0.430 1.606
O 0.561 1.283 2.292
H -1.805 -0.813 -1.821
H -1.011 -2.019 -0.791
H -1.968 -0.705 -0.067
H 0.638 -0.412 -1.668
H 0.391 1.777 -0.981
H 0.990 -1.239 0.675
H 2.100 1.074 1.039
H -0.972 0.055 1.828

***

Computed energies relative to the best structure, in kcal/mol: (a) 4.5; (b) 0.0; (c) 12.1

***

(a)
15
Properties=species:S:1:pos:R:3 method="wB97M-V/def2-TZVPD" smiles="COCC(=O)OC" orbital_gap_ev=10.783
C 2.100 0.354 0.822
O 1.387 1.510 0.433
C 0.019 1.492 0.149
C -0.434 0.235 -0.579
O 0.155 -0.268 -1.505
O -1.550 -0.276 -0.036
C -1.910 -1.562 -0.546
H 3.003 0.338 0.204
H 1.575 -0.597 0.662
H 2.393 0.426 1.878
H -0.617 1.661 1.028
H -0.123 2.335 -0.534
H -1.994 -1.544 -1.634
H -1.142 -2.288 -0.261
H -2.862 -1.815 -0.081

***

(b)
15
Properties=species:S:1:pos:R:3 method="wB97M-V/def2-TZVPD" smiles="O=CCCC=O.O" orbital_gap_ev=10.634
O 0.076 0.096 -1.845
C 0.546 -0.223 -0.781
C -0.359 0.027 0.454
C -1.877 -0.332 0.133
C -2.642 -0.362 1.434
O -2.176 0.007 2.480
H 1.475 -0.751 -0.558
H -0.271 1.099 0.601
H -0.056 -0.706 1.192
H -2.324 0.437 -0.502
H -1.897 -1.331 -0.293
H -3.726 -0.574 1.318
O 4.610 0.537 -1.259
H 3.777 0.658 -0.804
H 4.843 1.418 -1.572

***

(c)
15
Properties=species:S:1:pos:R:3 method="wB97M-V/def2-TZVPD" orbital_gap_ev=10.453
C 0.265 -2.295 0.107
O -0.521 -1.076 0.201
C -0.846 -0.332 -1.565
O -0.309 -1.047 -2.287
C 0.053 0.303 0.619
C -0.194 1.748 -0.037
O 0.335 2.646 0.946
H 1.199 -2.168 -0.452
H 0.470 -2.697 1.104
H -0.311 -3.070 -0.437
H -0.396 0.394 1.598
H 1.133 0.182 0.650
H 0.342 1.900 -0.985
H -1.254 1.964 -0.209
H 0.034 3.547 0.747

***

(d)
15
Properties=species:S:1:pos:R:3 method="wB97M-V/def2-TZVPD" orbital_gap_ev=7.754
C -0.725 0.251 0.586
C 0.944 -0.704 0.944
C -1.349 -0.389 -0.589
C -0.172 1.616 0.395
O 1.625 -1.050 -0.088
O 1.267 -0.335 -1.700
O -0.114 2.430 1.289
H 2.144 -0.595 -2.012
H -1.244 0.142 1.536
H 1.478 -0.046 1.636
H 0.339 -1.498 1.410
H 0.236 1.824 -0.609
H -1.962 -1.248 -0.324
H -1.915 0.335 -1.186
H -0.556 -0.734 -1.287

***

Computed energies relative to the best structure, in kcal/mol: (a) 0.0; (b) 12.2; (c) 52.9; (d) 116.2

***

(a)
15
Properties=species:S:1:pos:R:3 method="wB97M-V/def2-TZVPD" smiles="CCC(=O)C=O.O" orbital_gap_ev=9.257
C 1.024 -0.653 -1.096
C 0.332 0.574 -0.480
C -0.085 0.298 0.940
O -1.235 0.213 1.319
C 1.043 0.063 1.965
O 0.808 -0.184 3.117
H 1.054 -0.546 -2.183
H 2.052 -0.775 -0.740
H 0.469 -1.570 -0.876
H -0.569 0.814 -1.048
H 1.015 1.435 -0.496
H 2.081 0.134 1.578
O -2.635 -0.283 -1.142
H -3.282 0.402 -1.345
H -2.426 -0.149 -0.202

***

(b)
15
Properties=species:S:1:pos:R:3 method="wB97M-V/def2-TZVPD" smiles="CC(=O)COC=O.[H][H]" orbital_gap_ev=10.922
C -1.084 1.132 -1.179
C -1.002 0.549 0.198
O -1.895 0.660 1.009
C 0.340 0.000 0.637
O 1.205 -0.341 -0.453
C 2.425 -0.773 -0.079
O 2.784 -0.986 1.049
H -1.454 0.360 -1.861
H -0.098 1.446 -1.527
H -1.784 1.969 -1.149
H 0.734 0.907 1.103
H 0.305 -0.804 1.375
H 3.062 -0.896 -0.966
H -1.931 -1.387 1.182
H -1.551 -1.976 0.940

***

Computed energies relative to the best structure, in kcal/mol: (a) 0.0; (b) 13.7

***

(a)
15
Properties=species:S:1:pos:R:3 method="wB97M-V/def2-TZVPD" orbital_gap_ev=9.565
O 1.384 1.595 -1.051
C 1.324 1.068 0.196
C 0.262 1.214 0.997
O -0.875 1.814 0.517
H 0.540 2.062 -1.168
H 2.245 0.575 0.489
H 0.248 0.819 2.012
H -1.299 1.148 -0.108
C -0.613 -1.836 0.262
C -0.400 -0.881 -0.875
O -1.178 -0.001 -1.198
H -0.909 -2.802 -0.164
H 0.309 -2.003 0.819
H -1.401 -1.496 0.933
H 0.424 -1.130 -1.566

***

(b)
15
Properties=species:S:1:pos:R:3 method="wB97M-V/def2-TZVPD" smiles="C[C@@H](O)C=O.C=O" orbital_gap_ev=10.558
C 0.372 -1.150 -0.954
C 1.009 -0.602 0.329
O 2.332 -1.049 0.488
C 0.971 0.950 0.207
O 0.317 1.694 0.878
H 0.859 -0.734 -1.836
H 0.476 -2.233 -0.986
H -0.690 -0.922 -0.977
H 0.461 -0.972 1.201
H 2.845 -0.776 -0.284
H 1.816 1.355 -0.384
C -2.678 1.092 0.593
O -2.500 0.387 -0.370
H -3.694 1.401 0.890
H -1.895 1.559 1.204

***

(c)
15
Properties=species:S:1:pos:R:3 method="wB97M-V/def2-TZVPD" orbital_gap_ev=9.071
C 1.004 -2.591 0.335
C -0.034 0.219 1.092
O -0.245 1.367 1.513
C -0.312 -0.287 -0.197
O -0.710 1.372 -1.592
C -1.056 2.532 -1.382
O -1.104 3.111 -0.223
H 1.859 -1.913 0.271
H 1.083 -3.358 -0.435
H 0.958 -3.034 1.331
H 0.265 -0.555 1.837
H -0.779 2.448 0.478
H 0.044 -2.081 0.166
H 0.395 -0.433 -0.998
H -1.369 3.204 -2.197

***

Computed energies relative to the best structure, in kcal/mol: (a) 0.0; (b) 4.4; (c) 53.2

***

(a)
15
Properties=species:S:1:pos:R:3 method="wB97M-V/def2-TZVPD" orbital_gap_ev="6.673 / 7.630"
C -1.362 0.575 -1.544
O -0.799 0.107 -0.331
C 0.571 0.612 -0.079
O 1.389 0.746 -0.953
C 0.623 0.815 1.350
C -0.132 -1.759 0.434
O 1.586 1.387 1.952
H -1.418 1.663 -1.465
H -2.380 0.195 -1.708
H -0.726 0.301 -2.384
H -0.277 0.395 1.832
H -1.144 -2.086 0.209
H 0.182 -1.875 1.457
H 0.620 -1.904 -0.331
H 3.267 0.827 1.562

***

(b)
15
Properties=species:S:1:pos:R:3 method="wB97M-V/def2-TZVPD" smiles="COC(=O)CCO" orbital_gap_ev=10.146
C -2.556 -0.114 0.030
O -1.331 0.521 0.234
C -0.479 0.705 -0.820
O -0.896 0.933 -1.935
C 0.581 -0.174 0.447
C 1.938 0.051 -0.065
O 2.846 -0.585 0.798
H -2.462 -0.992 -0.625
H -2.883 -0.422 1.025
H -3.218 0.619 -0.405
H 0.451 0.195 1.491
H 0.256 -1.237 0.476
H 1.957 -0.341 -1.090
H 2.069 1.141 -0.101
H 3.726 -0.300 0.539

***

(c)
15
Properties=species:S:1:pos:R:3 method="wB97M-V/def2-TZVPD" smiles="O=CCO.CC=O" orbital_gap_ev=10.537
O -2.149 0.539 0.828
C -1.073 0.010 0.723
C -0.852 -1.456 0.413
O -0.992 -2.085 1.677
H -0.129 0.534 1.012
H -1.555 -1.831 -0.341
H 0.173 -1.638 0.072
H -1.875 -1.846 1.994
C 1.848 1.012 -0.851
C 0.365 1.238 -0.941
O -0.373 0.494 -1.552
H 2.077 -0.058 -0.809
H 2.257 1.411 -1.786
H 2.312 1.537 -0.011
H -0.034 2.141 -0.427

***

Computed energies relative to the best structure, in kcal/mol: (a) 134.2; (b) 39.7; (c) 0.0

***

(a)
15
Properties=species:S:1:pos:R:3 method="wB97M-V/def2-TZVPD" smiles="O=CCCC=O.O" orbital_gap_ev=10.674
O -1.283 -1.345 -0.805
C -0.276 -0.966 -0.273
C -0.216 -0.323 1.095
C 1.213 -0.302 1.629
C 1.291 0.453 2.920
O 2.064 0.179 3.798
H 0.585 -0.803 -0.953
H -0.608 0.676 0.957
H -0.775 -0.997 1.748
H 1.881 0.242 0.946
H 1.692 -1.274 1.753
H 0.653 1.352 3.052
O -1.801 0.860 -5.550
H -2.180 1.753 -5.554
H -2.241 0.496 -4.762

***

(b)
15
Properties=species:S:1:pos:R:3 method="wB97M-V/def2-TZVPD" smiles="O=C(O)CCCO" orbital_gap_ev=11.022
O -3.045 -0.144 0.788
C -2.117 -0.459 0.148
O -2.049 -1.654 -0.433
C -0.862 0.443 -0.182
C 0.554 -0.253 0.024
C 1.637 0.845 0.255
O 2.969 0.270 0.317
H -2.970 -2.037 -0.331
H -0.901 0.667 -1.277
H -0.853 1.283 0.529
H 0.788 -0.874 -0.884
H 0.455 -1.005 0.881
H 1.464 1.364 1.183
H 1.668 1.569 -0.485
H 3.261 -0.017 -0.532

***

Computed energies relative to the best structure, in kcal/mol: (a) 20.7; (b) 0.0

***

(a)
18
Properties=species:S:1:pos:R:3 method="wB97M-V/def2-TZVPD" smiles="CCN(c1nccs1)[N+](=O)[O-]" orbital_gap_ev=9.091
C 1.247 2.081 0.286
C 0.913 1.095 -0.848
N 0.687 -0.220 -0.330
C -0.540 -0.693 -0.061
N -0.806 -1.654 0.792
C -2.175 -1.852 0.891
C -2.955 -1.065 0.100
S -1.927 0.080 -0.808
N 1.903 -0.992 -0.083
O 1.712 -2.138 0.275
O 2.903 -0.401 -0.214
H 2.215 1.905 0.843
H 1.333 3.134 -0.097
H 0.425 2.071 0.898
H 0.160 1.458 -1.526
H 1.720 0.827 -1.528
H -2.783 -2.506 1.403
H -4.034 -1.131 0.007

***

(b)
18
Properties=species:S:1:pos:R:3 method="wB97M-V/def2-TZVPD" smiles="O=c1[nH]c(=S)n2n1COCC2" orbital_gap_ev=9.220
O -1.691 3.185 -0.139
C -1.702 1.987 -0.074
N -2.824 1.150 -0.029
C -2.507 -0.170 0.015
S -3.447 -1.486 0.000
N -1.036 -0.182 0.162
N -0.635 1.138 -0.049
C 0.754 1.422 0.236
O 1.573 0.478 -0.376
C 1.236 -0.846 0.004
C -0.190 -1.175 -0.451
H -3.776 1.482 -0.063
H 1.001 2.403 -0.176
H 0.911 1.418 1.332
H 1.312 -0.957 1.095
H 1.967 -1.491 -0.482
H -0.249 -1.138 -1.547
H -0.524 -2.155 -0.111

***

Computed energies relative to the best structure, in kcal/mol: (a) 101.0; (b) 0.0

***

(a)
14
Properties=species:S:1:pos:R:3 method="wB97M-V/def2-TZVPD" smiles="CC(=S)N(O)C(N)=O" orbital_gap_ev=9.442
C -0.826 1.884 0.013
C -0.914 0.387 -0.016
S -2.344 -0.432 -0.003
N 0.293 -0.301 0.020
O 0.197 -1.750 -0.009
C 1.600 0.203 0.020
N 2.497 -0.790 -0.020
O 1.841 1.370 -0.003
H -0.266 2.247 0.906
H -1.853 2.275 -0.044
H -0.304 2.314 -0.865
H -0.782 -1.840 -0.008
H 3.451 -0.492 -0.147
H 2.252 -1.744 0.193

***

(b)
14
Properties=species:S:1:pos:R:3 method="wB97M-V/def2-TZVPD" smiles="N/C=N/OC(=O)CS" orbital_gap_ev=9.751
N -2.482 1.828 1.508
C -1.224 1.319 1.159
N -1.150 0.348 0.336
O 0.229 0.064 0.169
C 0.531 -0.766 -0.828
O -0.196 -1.130 -1.723
C 1.942 -1.234 -0.582
S 2.678 -1.839 -2.032
H -3.291 1.412 1.049
H -2.513 2.837 1.761
H -0.345 1.814 1.562
H 1.812 -1.964 0.234
H 2.483 -0.440 -0.113
H 1.527 -2.250 -2.502

***

(c)
14
Properties=species:S:1:pos:R:3 method="wB97M-V/def2-TZVPD" smiles="C=NOC(=S)N(C)O" orbital_gap_ev=9.105
C -2.512 1.480 0.344
N -1.273 1.174 0.202
O -1.156 0.357 -0.944
C 0.114 -0.148 -1.134
S 0.822 -0.186 -2.599
N 0.722 -0.559 0.059
C 2.102 -0.881 0.116
O -0.041 -1.101 1.058
H -2.766 2.150 1.210
H -3.272 1.024 -0.332
H 2.370 -1.954 -0.144
H 2.657 -0.229 -0.574
H 2.508 -0.791 1.115
H -0.274 -0.338 1.623

***

Computed energies relative to the best structure, in kcal/mol: (a) 0.0; (b) 17.5; (c) 75.6

***

(a)
14
Properties=species:S:1:pos:R:3 method="wB97M-V/def2-TZVPD" orbital_gap_ev=8.938
N 0.235 -0.492 2.712
N -1.016 0.052 2.492
C -0.881 0.783 1.403
O 0.446 0.952 0.958
C 0.803 -0.234 0.132
C 0.307 -0.454 -1.319
O 0.911 -1.539 -1.719
S -0.548 0.683 -2.298
H 1.005 0.338 2.655
H 0.057 -1.325 3.599
H -1.720 1.009 0.728
H 0.237 -1.158 0.649
H 1.827 -0.752 0.051
H 0.603 -1.821 -2.554

***

(b)
14
Properties=species:S:1:pos:R:3 method="wB97M-V/def2-TZVPD" orbital_gap_ev="7.399 / 7.393"
C 0.494 -0.785 0.078
C 1.498 0.360 -0.189
C -0.827 -0.477 -0.570
N 0.931 1.549 0.449
N -2.009 -0.560 0.148
O -2.979 -0.436 -0.546
O -1.977 -0.692 1.366
S -0.444 2.009 -0.314
H 0.811 -1.665 -0.316
H 0.510 -0.812 1.148
H 2.446 -0.014 0.091
H 1.391 0.554 -1.238
H -0.853 -0.398 -1.623
H 1.008 1.367 1.517

***

Computed energies relative to the best structure, in kcal/mol: (a) 0.0; (b) 11.1

***

(a)
14
Properties=species:S:1:pos:R:3 method="wB97M-V/def2-TZVPD" orbital_gap_ev=9.730
H -1.740 1.565 -0.131
N -0.678 1.542 -0.083
C -0.437 0.302 -0.124
C -1.525 -0.709 -0.037
O -1.586 -1.474 0.896
O -2.619 -0.436 -0.792
N 0.857 -0.055 0.049
C 1.863 0.873 0.072
S 1.421 -1.676 -0.439
H -3.258 -1.176 -0.514
H 2.007 1.576 -0.771
H 1.717 1.519 1.020
H 2.821 0.400 0.129
H 1.158 -2.250 0.725

***

(b)
14
Properties=species:S:1:pos:R:3 method="wB97M-V/def2-TZVPD" orbital_gap_ev="6.816 / 9.010"
C 0.158 1.363 -1.425
C 0.153 1.793 -0.092
C 0.619 -0.928 -0.527
N -0.542 -1.600 1.726
N 0.534 -0.041 -1.608
O -0.105 1.972 -2.375
O -1.473 -1.195 2.731
S -1.098 -0.972 0.348
H 0.631 1.186 0.665
H -0.341 2.733 0.157
H 0.662 -1.963 -0.738
H 1.395 -0.609 0.202
H 0.266 -0.425 -2.493
H -0.857 -1.314 3.428

***

Computed energies relative to the best structure, in kcal/mol: (a) 0.0; (b) 86.5

***

(a)
14
Properties=species:S:1:pos:R:3 method="wB97M-V/def2-TZVPD" orbital_gap_ev="6.845 / 8.685"
C -0.078 -0.013 0.477
C -0.772 -0.772 -1.595
C -0.999 -0.950 1.170
N 0.769 0.727 1.272
N 0.052 0.096 -0.797
O 3.286 3.292 0.209
O 1.726 1.663 0.912
S 2.217 2.453 -0.309
H -1.871 -0.805 -1.388
H -0.518 -0.500 -2.552
H -1.839 -0.296 1.390
H -0.570 -1.266 2.143
H -1.074 -1.861 0.462
H -0.328 -1.767 -1.393

***

(b)
14
Properties=species:S:1:pos:R:3 method="wB97M-V/def2-TZVPD" smiles="NC(=O)NOCC=S" orbital_gap_ev=8.518
N 0.869 1.149 1.491
C 0.656 1.866 0.348
O 1.200 2.919 0.069
N -0.064 1.195 -0.692
O -0.785 0.158 -0.259
C -0.174 -1.035 -0.768
C -0.928 -2.225 -0.381
S -0.416 -3.760 -0.206
H 0.252 0.338 1.752
H 1.272 1.627 2.295
H -0.615 1.885 -1.243
H -0.178 -0.970 -1.875
H 0.899 -1.158 -0.408
H -1.986 -1.989 -0.124

***

Computed energies relative to the best structure, in kcal/mol: (a) 77.1; (b) 0.0